Here is 4 unconnected molecules or ions with the total composition C2H12NO4 in a non-equilibrium geometry from the Open Molecules 2025 dataset. Energies are from wB97M-V/def2-TZVPD.

The value obtained for the LUMO energy is 3.654 eV. The calculation puts the HOMO-LUMO gap at 6.78 eV. Its spin multiplicity is 1. The largest force on an atom comes out at 1.8 eV/Å. As for the total energy: -439.08977 a.u. The net charge is -1.

Positions of all 19 atoms, in Å:
C (0.37314, 1.35224, 0.36294)
O (0.44779, 2.22892, 1.35540)
C (-0.00203, -0.11719, 0.86277)
N (0.42390, -1.16941, -0.11122)
H (-0.38828, 1.68791, -0.37126)
H (1.42298, 1.11876, -0.03621)
H (0.50585, -0.16809, 1.82479)
H (-1.07616, -0.27063, 0.99134)
H (1.15036, -0.87109, -0.74618)
H (0.77926, -1.93716, 0.44311)
H (2.73273, 0.97081, 0.51506)
H (3.65183, 0.03626, -0.26346)
O (3.65321, 0.77418, 0.35007)
H (-2.10471, 0.97705, -0.69395)
H (-1.24648, -0.02287, -1.27709)
O (-2.09188, 0.40964, -1.47377)
H (-3.07810, -1.26952, -1.17435)
H (-2.16149, -1.76971, -0.05653)
O (-2.99195, -1.96006, -0.50147)

Forces on atoms 1 to 3 (eV/Å):
C 0.097 -0.506 1.759
O -0.046 0.198 0.337
C 0.305 0.488 -1.041

These are the Löwdin partial charges, in e, on atoms 1 to 8: C -0.531; O -0.336; C -0.263; N -0.038; H 0.076; H 0.061; H 0.094; H 0.073

Here is 2 unconnected molecules or ions with the total composition C2H3OPS in a non-equilibrium geometry from the Open Molecules 2025 dataset. Energies are from wB97M-V/def2-TZVPD.

The value obtained for the LUMO energy is -0.999 eV. The calculation puts the HOMO-LUMO gap at 8.88 eV. Its spin multiplicity is 1. The largest force on an atom comes out at 4.2 eV/Å. As for the total energy: -892.53247 a.u. The net charge is 0.

Positions of all 8 atoms, in Å:
C (0.00869, -0.96169, 1.13740)
C (-0.69485, 0.51610, -0.83051)
O (0.73006, 1.45593, -2.77874)
P (0.92634, -0.54416, 2.39329)
S (0.61038, 0.46996, -1.68064)
H (-0.66675, -0.06640, -0.02730)
H (-1.60602, 1.06979, -0.89285)
H (0.69215, -1.93953, 2.67935)

Forces on atoms 1 to 3 (eV/Å):
C -0.033 -2.191 0.955
C -1.393 3.012 -2.586
O -0.204 -0.732 0.450

Per-atom Löwdin charges, elementary charge units: C -0.419; C -0.362; O -0.560; P 0.697; S 0.885; H -0.215; H 0.057; H -0.082

Here is a molecular structure, C35H51Cl5N8O2PSn from the Open Molecules 2025 dataset. Energies are from wB97M-V/def2-TZVPD.

The value obtained for the LUMO energy is -2.018 eV. The calculation puts the HOMO-LUMO gap at 7.41 eV. Its spin multiplicity is 1. The largest force on an atom comes out at 0.9 eV/Å. As for the total energy: -4809.31835 a.u. The net charge is +1.

Positions of all 103 atoms, in Å:
Sn (-0.44774, 0.08619, -0.53588)
Cl (-3.23977, 0.99050, 0.10537)
C (-3.46960, 0.06220, -1.33632)
C (-2.32802, -0.35700, -2.01388)
C (-2.57750, -1.10423, -3.15894)
Cl (-1.24200, -1.77635, -4.05055)
C (-3.85463, -1.40864, -3.62498)
Cl (-4.09365, -2.34934, -5.04929)
C (-4.96179, -0.96901, -2.90162)
Cl (-6.55206, -1.34171, -3.42701)
C (-4.76854, -0.23650, -1.73263)
Cl (-6.11612, 0.24677, -0.78152)
N (-0.22500, 1.85332, -2.14420)
C (0.48763, 1.20323, -3.25300)
C (0.61760, 2.05909, -4.52350)
C (1.55243, 1.63022, -5.68989)
C (1.46955, 0.18280, -6.22949)
N (2.01739, -0.87109, -5.38007)
C (3.30460, -1.00198, -5.08164)
N (4.23701, -0.35067, -5.78023)
N (3.67900, -1.93158, -4.19318)
C (1.76407, 0.67084, -2.59894)
O (2.88444, 1.08303, -2.86922)
O (1.49592, -0.27746, -1.76411)
H (-1.16510, 2.10599, -2.43309)
H (0.24675, 2.70905, -1.86490)
H (-0.10198, 0.31802, -3.49140)
H (0.95368, 3.05380, -4.22018)
H (-0.39246, 2.14408, -4.93541)
H (2.58032, 1.83745, -5.39658)
H (1.29608, 2.28293, -6.52734)
H (2.00755, 0.13517, -7.17953)
H (0.42782, -0.07262, -6.41932)
H (1.35638, -1.40638, -4.83477)
H (3.97428, 0.43768, -6.34466)
H (5.18466, -0.36996, -5.44658)
H (3.01438, -2.07696, -3.43925)
H (4.63163, -1.88108, -3.86863)
C (2.79685, -1.62632, 3.55754)
C (1.36198, -2.15805, 3.54540)
C (1.29699, -3.34615, 2.57764)
C (0.92638, -2.63508, 4.92835)
P (0.23745, -0.85300, 2.74654)
C (-1.43613, -1.50569, 3.14770)
C (-2.10953, -1.42053, 4.36616)
C (-3.42199, -1.85457, 4.47544)
C (-4.07811, -2.40573, 3.38451)
C (-3.41114, -2.52981, 2.17742)
C (-2.10630, -2.07352, 2.06377)
C (0.35092, 0.77403, 3.71603)
C (1.50193, 1.53630, 3.04286)
C (0.59476, 0.73866, 5.22431)
C (-0.96010, 1.51197, 3.42131)
H (3.49532, -2.44736, 3.73421)
H (2.94892, -0.88794, 4.34347)
H (3.04499, -1.17014, 2.59612)
H (1.95869, -4.14362, 2.92371)
H (1.61559, -3.04371, 1.57870)
H (0.28390, -3.74768, 2.51427)
H (1.61963, -3.40285, 5.28169)
H (-0.06875, -3.07597, 4.88499)
H (0.92025, -1.82913, 5.65846)
H (-1.62163, -1.01938, 5.24151)
H (-3.93769, -1.76257, 5.42182)
H (-5.10035, -2.74566, 3.47960)
H (-3.90402, -2.98286, 1.32588)
H (-1.58479, -2.15202, 1.11962)
H (2.46907, 1.10586, 3.30003)
H (1.49779, 2.57761, 3.36877)
H (1.38975, 1.52170, 1.95833)
H (1.54509, 0.26703, 5.46772)
H (-0.19926, 0.22448, 5.76001)
H (0.62764, 1.76573, 5.59857)
H (-1.16124, 1.52735, 2.34776)
H (-0.88574, 2.54677, 3.75987)
H (-1.80898, 1.04900, 3.91921)
C (0.06097, 5.43284, 3.08471)
C (0.13027, 5.50250, 1.55213)
C (-0.99334, 6.42318, 1.05240)
C (1.51504, 6.00836, 1.11736)
C (-0.05363, 4.17278, 0.96692)
N (-0.16512, 3.13946, 0.47537)
H (0.15042, 6.44195, 3.48614)
H (0.87304, 4.83356, 3.49221)
H (-0.89201, 5.01907, 3.41189)
H (-0.86658, 7.41077, 1.49457)
H (-1.96511, 6.03483, 1.35625)
H (-0.97882, 6.52440, -0.03212)
H (1.67953, 7.00690, 1.52118)
H (1.59348, 6.05373, 0.03147)
H (2.29592, 5.34822, 1.49483)
N (1.79151, -5.27492, -1.85825)
C (0.61990, -4.62425, -1.63331)
C (0.57571, -3.34183, -1.05518)
N (-0.56428, -2.70096, -0.87436)
C (-1.68582, -3.32658, -1.23740)
C (-1.64090, -4.57237, -1.83865)
N (-0.50107, -5.21808, -2.03979)
H (2.63317, -4.96453, -1.40902)
H (1.73444, -6.24188, -2.12900)
H (1.47979, -2.83877, -0.73159)
H (-2.62148, -2.81686, -1.05903)
H (-2.54034, -5.06849, -2.18267)

Forces on atoms 1 to 3 (eV/Å):
Sn 0.256 -0.396 -0.527
Cl -0.231 0.452 0.460
C 0.198 -0.237 -0.433

These are the Löwdin partial charges, in e, on atoms 1 to 8: Sn 1.226; Cl 0.656; C -0.728; C -0.337; C -0.694; Cl 0.718; C -0.707; Cl 0.691

Here is 10 unconnected molecules or ions with the total composition C9H36F2NO13S2 in a non-equilibrium geometry from the Open Molecules 2025 dataset. Energies are from wB97M-V/def2-TZVPD.

The value obtained for the LUMO energy is 2.046 eV. The calculation puts the HOMO-LUMO gap at 9.26 eV. Its spin multiplicity is 1. The largest force on an atom comes out at 8.7 eV/Å. As for the total energy: -2393.29354 a.u. The net charge is -1.

Positions of all 63 atoms, in Å:
N (5.62236, -3.85760, -3.85292)
S (4.08354, -3.97438, -3.91220)
O (3.37648, -3.73674, -5.16279)
O (3.31984, -3.79149, -2.67584)
F (4.04245, -5.63897, -3.91373)
S (5.59493, -2.15235, -3.94593)
O (5.10099, -1.35284, -2.84910)
O (5.37374, -1.70553, -5.32278)
F (7.19662, -1.84965, -3.62397)
C (5.42889, 0.63733, -10.35541)
O (4.46681, 0.07911, -9.51701)
H (5.65032, 1.56658, -9.83046)
H (6.28372, -0.01936, -10.51700)
H (5.11500, 0.87643, -11.37149)
H (4.75202, -0.13918, -8.62673)
C (11.89699, -3.59780, -1.15764)
O (10.95233, -2.90167, -0.30215)
H (11.65379, -3.55392, -2.21926)
H (12.90601, -3.21209, -1.01200)
H (11.79618, -4.66529, -0.96172)
H (10.13244, -3.34583, -0.53038)
C (-0.58337, -7.56710, -4.63797)
O (-0.13934, -8.85951, -4.92178)
H (-0.21650, -6.88860, -5.40813)
H (-1.67240, -7.54331, -4.67740)
H (-0.17379, -7.35350, -3.65070)
H (-0.32914, -9.00199, -5.85197)
C (5.12036, 3.74283, -5.64403)
O (5.08278, 5.12675, -5.20119)
H (4.15993, 3.36350, -5.99299)
H (5.91826, 3.67739, -6.38374)
H (5.31278, 3.09675, -4.78748)
H (5.93827, 5.45013, -4.90935)
C (2.45927, -9.07255, -0.35917)
O (2.57810, -9.84703, 0.78499)
H (1.63505, -9.39410, -0.99585)
H (2.32012, -7.99575, -0.26309)
H (3.46752, -8.99403, -0.76581)
H (2.85006, -9.34694, 1.55800)
C (6.93002, -5.33097, -8.44360)
O (7.73358, -5.49859, -7.30610)
H (6.75192, -6.29068, -8.92872)
H (5.94962, -5.02237, -8.08074)
H (7.29291, -4.65209, -9.21530)
H (7.14941, -5.19790, -6.60614)
C (0.13557, -0.32717, -6.03843)
O (-0.60031, 0.01127, -4.86429)
H (-0.05260, 0.43085, -6.79877)
H (1.19081, -0.39024, -5.77275)
H (-0.07853, -1.30650, -6.46641)
H (-1.49191, -0.04866, -5.21509)
C (9.15716, 2.86454, -1.60222)
O (9.46460, 4.25863, -1.26937)
H (9.69686, 2.15997, -0.96943)
H (8.10532, 2.65137, -1.41173)
H (9.42497, 2.72272, -2.64924)
H (9.26925, 4.76058, -2.06403)
C (8.42205, -7.80364, -2.68668)
O (8.12501, -6.62000, -1.95928)
H (8.90951, -7.47688, -3.60523)
H (9.08687, -8.42779, -2.08955)
H (7.49603, -8.32631, -2.92624)
H (7.53013, -6.08198, -2.48679)

Forces on atoms 1 to 3 (eV/Å):
N 0.783 3.955 0.086
S -6.536 -5.664 0.821
O 1.269 0.648 1.239

These are the Löwdin partial charges, in e, on atoms 1 to 8: N -0.277; S 0.447; O -0.312; O -0.312; F -0.269; S 0.582; O -0.286; O -0.317